C41H92N2O19S6 | ωB97M-V/def2-TZVPD

```
! wB97M-V def2-TZVPD RIJCOSX def2/J DEFGRID3
* xyz 0 1
C -3.20546 -0.83622 4.67083
C -2.34667 0.18012 5.40936
C -2.06864 1.41934 4.56144
O -0.73378 1.31796 4.07442
C -0.09295 2.54067 3.84565
O 0.75299 2.46100 2.74788
C 0.23259 2.08520 1.49707
S 0.02718 0.23212 1.36424
C -1.10816 2.69939 1.14358
C -1.13751 4.22790 1.06478
C 1.33111 2.45551 0.50564
C 1.19006 1.90284 -0.90991
C 1.96870 0.61337 -1.27197
C 3.14972 0.27251 -0.38057
C 4.31888 1.22511 -0.53468
N 5.10610 1.24603 0.71198
C 0.82747 2.87356 5.01196
C 1.88241 1.77718 5.16220
C 3.29910 2.32886 5.08697
C 4.36069 1.30151 4.72806
C 4.45729 0.19452 5.76750
C 4.24035 0.81166 3.27455
C 3.32509 -0.37956 3.00122
C 3.73052 -1.05874 1.70919
C 2.94738 -1.84613 0.96614
C 1.57141 -2.27846 1.37823
C 3.38672 -2.38214 -0.35603
N 0.06811 3.09637 6.23776
C -0.59686 4.38610 6.32225
C -0.00618 5.29010 7.37642
O 0.17211 4.56565 8.59430
C 0.23983 5.36413 9.69115
O 1.09994 5.24536 10.57203
H -2.69140 -1.15904 3.77160
H -3.33575 -1.72685 5.27543
H -4.17108 -0.41434 4.41640
H -2.75518 0.44146 6.37669
H -1.38343 -0.28736 5.58417
H -2.76262 1.39905 3.71978
H -2.21195 2.30911 5.15551
H -0.83711 3.33473 3.77276
H 0.13602 -0.11502 2.64933
H -1.88428 2.36903 1.82413
H -1.41608 2.32699 0.17486
H -2.14724 4.55820 0.85810
H -0.73129 4.72053 1.93921
H -0.54096 4.56276 0.22221
H 1.29262 3.53867 0.44047
H 2.27355 2.22477 0.98693
H 0.14793 1.73934 -1.16446
H 1.51477 2.68590 -1.58635
H 1.29803 -0.23488 -1.33059
H 2.34006 0.74204 -2.28774
H 3.44079 -0.75628 -0.58039
H 2.81535 0.27490 0.65463
H 4.92910 0.86670 -1.36019
H 3.93452 2.21698 -0.72748
H 6.07780 1.41109 0.49995
H 5.02764 0.35716 1.18578
H 1.35551 3.79769 4.74116
H 1.68998 1.04737 4.38714
H 1.72118 1.30659 6.12643
H 3.37431 3.19160 4.43334
H 3.55259 2.68657 6.08677
H 5.30286 1.84471 4.78215
H 4.88069 0.56357 6.69362
H 5.14375 -0.56594 5.39866
H 3.51388 -0.30681 5.94053
H 3.83374 1.64452 2.70362
H 5.22999 0.63149 2.86823
H 3.36705 -1.13137 3.78212
H 2.31421 -0.03626 2.83284
H 4.74519 -0.90423 1.36633
H 0.85116 -1.88091 0.66330
H 1.30893 -1.90747 2.35913
H 1.51178 -3.36062 1.35627
H 4.42954 -2.16948 -0.54978
H 2.75663 -1.93769 -1.12350
H 3.21137 -3.45204 -0.42364
H 0.67642 2.95362 7.02910
H -0.53086 4.92154 5.37900
H -1.64805 4.24680 6.56905
H -0.70823 6.10802 7.54785
H 0.92624 5.74496 7.05013
H -0.56663 6.10853 9.78207
C -7.35881 3.40998 4.04749
C -6.53178 4.16210 5.07112
O -6.67891 3.63966 6.40994
S -5.96973 2.25908 6.74871
C -6.18245 2.31389 8.49310
O -4.58020 2.36987 6.42449
O -6.74303 1.18238 6.21731
H -7.01188 2.38505 3.92845
H -7.28989 3.90745 3.07992
H -8.40395 3.37174 4.35310
H -5.47406 4.17218 4.80159
H -6.86428 5.19582 5.13544
H -5.61484 3.14868 8.89393
H -5.80497 1.37250 8.88575
H -7.24153 2.41506 8.71259
C -1.55109 -2.43783 -5.95470
C -0.99386 -1.37278 -5.03328
O -1.67184 -1.32436 -3.75825
S -1.36436 -2.49143 -2.72333
C -2.12336 -1.75384 -1.32197
O 0.05255 -2.56715 -2.52982
O -2.09274 -3.66538 -3.09462
H -1.38343 -3.43508 -5.55540
H -1.06882 -2.38080 -6.93100
H -2.62632 -2.31542 -6.08367
H 0.07567 -1.50981 -4.86403
H -1.12886 -0.38531 -5.46966
H -1.57800 -0.85059 -1.06053
H -2.06594 -2.47485 -0.50968
H -3.16177 -1.53573 -1.55579
C -1.47677 -9.28813 -7.87558
C -2.08060 -8.76692 -6.58641
O -1.11850 -8.10978 -5.73115
S -0.60743 -6.67091 -6.16699
C 0.20600 -6.24397 -4.66787
O -1.74444 -5.81810 -6.34616
O 0.37022 -6.80733 -7.20151
H -1.12921 -8.47577 -8.51207
H -2.22349 -9.85751 -8.42969
H -0.62256 -9.93124 -7.66559
H -2.91134 -8.08613 -6.78145
H -2.46683 -9.59158 -5.99172
H -0.53223 -6.16068 -3.87458
H 0.69231 -5.28489 -4.83291
H 0.94616 -7.00704 -4.44357
C 6.74099 5.54423 -4.76812
C 6.95298 4.57205 -3.62467
O 6.65271 5.14539 -2.33337
S 5.12513 5.36209 -1.95392
C 5.36145 5.71446 -0.24740
O 4.43959 4.11459 -2.09385
O 4.63173 6.53148 -2.61083
H 5.69090 5.80861 -4.87818
H 7.07870 5.09461 -5.70201
H 7.29755 6.46510 -4.59596
H 6.36807 3.66079 -3.76002
H 8.00045 4.28439 -3.56692
H 5.75899 4.83115 0.24558
H 4.38526 5.96876 0.15911
H 6.03905 6.55867 -0.15510
C -2.75157 -5.49099 -9.94373
C -3.98372 -6.16743 -9.38228
O -5.07258 -6.25557 -10.33085
S -4.94901 -7.32049 -11.50079
C -6.61135 -7.22210 -12.06804
O -4.70908 -8.60831 -10.92506
O -4.08118 -6.81683 -12.51783
H -2.30175 -6.07524 -10.74511
H -2.00950 -5.37305 -9.15338
H -2.99570 -4.51032 -10.35228
H -3.75350 -7.16663 -9.00796
H -4.37887 -5.59026 -8.54943
H -7.27439 -7.57998 -11.28581
H -6.68232 -7.85675 -12.94829
H -6.83047 -6.19084 -12.32969
*
```

Computed properties:
SMILES string: CCCO[C@H](O[C@@](S)(CC)CCCCCN)[C@H](CC[C@@H](C)CCC=C(C)C)NCCOC=O.CCOS(C)(=O)=O.CCOS(C)(=O)=O.CCOS(C)(=O)=O.CCOS(C)(=O)=O.CCOS(C)(=O)=O

=====

C20H23NO3 | ωB97M-V/def2-TZVPD

```
! wB97M-V def2-TZVPD RIJCOSX def2/J DEFGRID3
* xyz 0 1
C -0.52645 6.62276 -3.55521
C -0.46853 5.11102 -3.76949
C -0.03755 4.80356 -5.20126
C 0.48205 4.48152 -2.74570
C 0.45547 2.95313 -2.75934
N 1.27977 2.40552 -1.70681
C 2.39762 1.69896 -1.93972
O 2.81866 1.41255 -3.03973
C 3.13382 1.27366 -0.66048
O 2.31188 1.18526 0.48217
C 1.40319 0.17106 0.55408
C 1.13472 -0.73172 -0.47094
C 0.18073 -1.71193 -0.28131
C -0.50307 -1.83185 0.92586
C -1.52649 -2.89511 1.06388
O -2.15220 -3.30658 0.10639
C -1.75207 -3.43865 2.42900
C -0.70888 -3.59375 3.33914
C -0.95390 -4.14121 4.58519
C -2.23682 -4.52972 4.93672
C -3.27655 -4.38880 4.03150
C -3.03381 -3.85677 2.77957
C -0.23914 -0.91337 1.94291
C 0.69715 0.07844 1.75619
H 0.45713 7.06316 -3.70361
H -0.86053 6.85940 -2.54738
H -1.21618 7.08119 -4.25968
H -1.47146 4.69885 -3.60900
H 0.98212 5.14224 -5.37028
H -0.08612 3.73827 -5.40759
H -0.68905 5.31418 -5.90673
H 1.50137 4.82139 -2.94041
H 0.19975 4.82459 -1.74610
H 0.86061 2.56434 -3.69471
H -0.57199 2.59390 -2.63518
H 1.03562 2.62458 -0.75228
H 3.87472 2.04383 -0.42360
H 3.66371 0.33398 -0.85360
H 1.64889 -0.67024 -1.41700
H -0.04338 -2.41071 -1.07322
H 0.29525 -3.30863 3.06057
H -0.14106 -4.26702 5.28536
H -2.42407 -4.95000 5.91391
H -4.27485 -4.69985 4.30152
H -3.82923 -3.74909 2.05716
H -0.78679 -0.96317 2.87223
H 0.90745 0.79968 2.53054
*
```

Computed properties:
Energy relative to the best compared isomer or geometry (same formula, charge and spin) in kJ/mol: 53.0
SMILES string: CC(C)CCNC(=O)COc1ccc(C(=O)c2ccccc2)cc1

=====

Number 1: energy -5545.37142 Ha, strongest force on any atom 3.64 eV Å⁻¹. Number 2: energy -1056.41564 Ha, strongest force on any atom 0.57 eV Å⁻¹.